# 1
A cluster of 4 separate species, C30H58FNO5S in total at a distorted geometry, computed with ωB97M-V/def2-TZVPD.

Values from the calculation:
* molecular weight: 563.9 g/mol
* orbital gap: 7.78 eV
* 2S+1: 1
* E_HOMO: -8.71 eV
* SMILES string: C#CCCC[C@@]1(N=C(C)C)OS(=O)(=O)O[C@H]1CC(=O)F.CCCCCC.CCCCCC.CCCCCC

Last columns: bonded neighbours and bond lengths (Å).
Atoms and positions in Å:
1 F -2.203 -6.678 -0.678  C63 1.443
2 H 0.058 -2.067 -1.420  C16 1.158
3 C 1.750 0.335 -4.286  H13 1.092, H38 1.094, C62 1.522, H93 1.094
4 C 0.690 2.896 1.617  H37 1.097, C76 1.530, C87 1.532, H89 1.095
5 C 0.722 -0.109 2.510  H24 1.093, H42 1.094, C69 1.522, H74 1.093
6 H -0.973 2.136 0.468  C87 1.095
7 C -6.081 4.671 7.059  C19 1.529, H26 1.096, C64 1.522, H86 1.095
8 H 2.635 1.590 -2.776  C62 1.096
9 H -1.136 0.967 2.676  C69 1.095
10 S -1.105 -3.848 -3.626  O48 1.698, O51 1.709, O58 1.508, O84 1.506
11 H 0.933 -5.252 -1.081  C33 1.152
12 H 0.747 3.230 -2.644  C61 1.095
13 H 2.310 0.741 -5.131  C3 1.092
14 H -0.826 -6.718 -3.332  C83 1.167
15 H -1.893 4.468 5.561  C72 1.094
16 C 1.064 -2.295 -0.895  H2 1.158, H28 1.157, H50 1.166, C78 1.637
17 H 3.613 3.041 -4.239  C92 1.095
18 H -0.138 2.332 -3.854  C61 1.097
19 C -5.270 5.269 5.909  C7 1.529, H60 1.095, C67 1.532, H77 1.096
20 H 1.510 2.867 -5.585  C88 1.095
21 H 3.879 -4.194 -1.097  C75 1.148
22 H 2.504 -8.366 -0.183  C45 1.159
23 H 2.113 -6.800 -3.979  C41 1.148
24 H 1.375 -0.524 1.737  C5 1.093
25 H -5.404 3.696 4.434  C67 1.095
26 H -6.447 5.490 7.688  C7 1.096
27 H 5.269 -7.031 -3.356  C71 1.162
28 H 1.502 -1.269 -0.587  C16 1.157
29 H 2.749 4.326 -2.247  C95 1.093
30 H -7.835 3.475 7.449  C64 1.093
31 H -1.805 4.723 3.233  C66 1.094
32 H -3.324 2.544 4.878  C54 1.096
33 C 0.486 -5.345 -2.139  H11 1.152, C36 1.644, O48 1.486, C83 1.643
34 H 4.381 -2.664 -2.169  C75 1.163
35 H -6.966 2.990 5.994  C64 1.093
36 C 1.338 -4.672 -3.374  C33 1.644, C41 1.642, O51 1.488, N91 1.493
37 H 0.912 3.651 0.852  C4 1.097
38 H 2.273 -0.563 -3.944  C3 1.094
39 H -1.173 4.991 1.602  C66 1.094
40 H 2.443 5.717 -3.305  C95 1.093
41 C 2.343 -5.693 -4.176  H23 1.148, C36 1.642, C53 1.611, H82 1.167
42 H 0.381 -0.933 3.142  C5 1.094
43 H 4.096 5.149 -3.035  C95 1.094
44 C 3.682 -6.867 -1.742  C45 1.314, C71 1.601
45 C 2.964 -7.607 -0.928  H22 1.159, C44 1.314
46 H 4.427 -5.636 -4.983  C53 1.167
47 H -2.062 3.504 1.984  C66 1.092
48 O -0.777 -4.560 -2.120  S10 1.698, C33 1.486
49 H -2.772 4.584 7.097  C72 1.092
50 H 0.915 -3.004 0.019  C16 1.166
51 O 0.260 -4.533 -4.391  S10 1.709, C36 1.488
52 H 3.319 4.436 -5.257  C92 1.096
53 C 3.905 -5.349 -3.980  C41 1.611, H46 1.167, C71 1.617, H73 1.166
54 C -3.681 3.247 5.639  H32 1.096, H59 1.095, C67 1.530, C72 1.521
55 H -7.954 4.463 5.987  C64 1.093
56 H 0.551 1.342 0.143  C87 1.097
57 H 3.739 -2.462 -0.433  C75 1.166
58 O -2.268 -4.532 -4.302  S10 1.508
59 H -4.223 2.649 6.379  C54 1.095
60 H -4.496 5.922 6.327  C19 1.095
61 C 0.875 2.608 -3.537  H12 1.095, H18 1.097, C62 1.530, C88 1.532
62 C 1.635 1.339 -3.148  C3 1.522, H8 1.096, C61 1.530, H85 1.096
63 C -1.054 -7.373 -1.207  F1 1.443, C83 1.605, O90 1.280
64 C -7.276 3.853 6.589  C7 1.522, H30 1.093, H35 1.093, H55 1.093
65 H 0.696 -7.629 -2.583  C83 1.149
66 C -1.345 4.231 2.371  H31 1.094, H39 1.094, H47 1.092, C76 1.521
67 C -4.623 4.248 4.967  C19 1.532, H25 1.095, C54 1.530, H96 1.097
68 H -1.050 -0.129 1.311  C69 1.096
69 C -0.471 0.602 1.886  C5 1.522, H9 1.095, H68 1.096, C87 1.530
70 H 0.890 4.318 -4.833  C88 1.096
71 C 4.653 -6.201 -2.826  H27 1.162, C44 1.601, C53 1.617, H79 1.149
72 C -2.477 3.905 6.295  H15 1.094, H49 1.092, C54 1.521, H94 1.094
73 H 4.105 -4.206 -3.869  C53 1.166
74 H 1.312 0.565 3.137  C5 1.093
75 C 3.637 -3.112 -1.396  H21 1.148, H34 1.163, H57 1.166, C78 1.639
76 C -0.037 3.571 2.782  C4 1.530, C66 1.521, H80 1.096, H81 1.095
77 H -5.922 5.921 5.315  C19 1.096
78 C 2.113 -2.938 -1.976  C16 1.637, C75 1.639, N91 1.337
79 H 5.409 -5.507 -2.310  C71 1.149
80 H 0.623 4.337 3.205  C76 1.096
81 H -0.225 2.851 3.585  C76 1.095
82 H 2.113 -5.517 -5.306  C41 1.167
83 C -0.126 -6.846 -2.406  H14 1.167, C33 1.643, C63 1.605, H65 1.149
84 O -1.120 -2.343 -3.669  S10 1.506
85 H 1.108 0.862 -2.313  C62 1.096
86 H -5.442 4.055 7.699  C7 1.095
87 C -0.071 1.745 0.951  C4 1.532, H6 1.095, H56 1.097, C69 1.530
88 C 1.519 3.439 -4.651  H20 1.095, C61 1.532, H70 1.096, C92 1.529
89 H 1.662 2.537 1.970  C4 1.095
90 O -0.791 -8.497 -0.655  C63 1.280
91 N 1.773 -3.252 -3.230  C36 1.493, C78 1.337
92 C 2.950 3.902 -4.374  H17 1.095, H52 1.096, C88 1.529, C95 1.523
93 H 0.760 0.033 -4.640  C3 1.094
94 H -1.824 3.142 6.731  C72 1.094
95 C 3.060 4.825 -3.169  H29 1.093, H40 1.093, H43 1.094, C92 1.523
96 H -4.068 4.796 4.195  C67 1.097


# 2
A cluster of 4 separate species, C36H59BF5NO7S2 in total at a distorted geometry, computed with ωB97M-V/def2-TZVPD.

Values from the calculation:
* molecular weight: 787.8 g/mol
* orbital gap: 8.03 eV
* 2S+1: 1
* E_HOMO: -8.12 eV
* SMILES string: CCSCN1c2cc([C@@H](F)CC)c(B(C)O)cc2Sc2c(CCC(F)(F)F)ccc([C@H](C)F)c21.COCCOC.COCCOC.COCCOC

Last columns: bonded neighbours and bond lengths (Å).
Atoms and positions in Å:
1 O 3.337 4.962 -5.871  C56 1.419, C57 1.424
2 S -2.184 -0.506 5.057  C3 1.846, C26 1.865
3 C -0.520 -0.734 4.292  S2 1.846, H31 1.129, N71 1.499, H89 1.131
4 C 1.530 -1.986 2.268  C61 1.456, C88 1.477, H97 1.116
5 H 2.133 6.090 -7.115  C56 1.095
6 C 1.156 -7.083 1.016  H34 1.121, H75 1.134, H95 1.117, B99 1.629
7 H 2.418 5.539 -2.821  C33 1.091
8 C -6.696 -1.336 0.930  C14 1.576, C29 1.589, H50 1.116, H59 1.126
9 H 3.135 4.867 -7.950  C56 1.093
10 H 2.244 3.736 -4.672  C57 1.095
11 O 0.394 7.410 -0.107  C20 1.425, C64 1.419
12 H -2.511 -2.619 8.123  C27 1.119
13 H -5.071 -2.899 1.122  C29 1.125
14 C -7.653 -2.447 1.507  C8 1.576, F42 1.380, F67 1.386, F101 1.369
15 H 3.492 -6.374 -0.364  O90 0.971
16 H 1.708 3.759 -6.358  C57 1.095
17 H -0.699 3.550 4.233  C24 1.129
18 H 3.691 -2.869 4.119  C86 1.123
19 C 0.001 -4.303 1.456  C41 1.461, C79 1.482, H100 1.120
20 C -0.350 6.205 0.045  O11 1.425, C48 1.521, H93 1.095, H111 1.094
21 C -2.831 -1.243 1.796  C23 1.464, C94 1.461, S96 1.812
22 C 3.452 2.531 -5.963  C57 1.522, H68 1.094, O77 1.424, H92 1.095
23 C -4.116 -0.854 1.213  C21 1.464, C29 1.557, C30 1.474
24 C -0.866 2.461 3.985  H17 1.129, H46 1.121, H47 1.121, C78 1.569
25 H -5.071 -1.949 -0.390  C29 1.131
26 C -1.827 -0.891 6.846  S2 1.865, C27 1.582, H36 1.115, H43 1.131
27 C -2.024 -2.434 7.133  H12 1.119, C26 1.582, H32 1.128, H84 1.127
28 H -0.145 2.081 1.872  C78 1.128
29 C -5.207 -1.854 0.729  C8 1.589, H13 1.125, C23 1.557, H25 1.131
30 C -4.399 0.584 1.052  C23 1.474, H39 1.117, C104 1.459
31 H 0.236 -0.048 4.772  C3 1.129
32 H -2.707 -2.829 6.328  C27 1.128
33 C 2.264 5.366 -1.755  H7 1.091, H52 1.093, O60 1.419, H105 1.095
34 H 0.637 -7.132 2.008  C6 1.121
35 H -1.686 -1.561 -0.862  C69 1.095
36 H -2.369 -0.209 7.543  C26 1.115
37 H 4.374 -5.705 2.952  C76 1.119
38 C -2.095 1.133 2.057  C78 1.561, C94 1.486, C104 1.471
39 H -5.368 0.899 0.594  C30 1.117
40 C 5.195 2.907 -7.516  H53 1.095, H66 1.090, O77 1.419, H108 1.093
41 C -0.693 -3.097 1.899  C19 1.461, C88 1.464, S96 1.827
42 F -7.491 -2.461 2.877  C14 1.380
43 H -0.722 -0.680 6.965  C26 1.131
44 H -0.084 4.085 -0.014  C48 1.093
45 H -3.263 -2.977 -3.515  C58 1.095
46 H 0.073 1.907 4.246  C24 1.121
47 H -1.745 2.145 4.604  C24 1.121
48 C 0.514 4.979 -0.209  C20 1.521, H44 1.093, H54 1.095, O60 1.424
49 H 0.948 8.783 -1.510  C64 1.091
50 H -6.780 -0.451 1.606  C8 1.116
51 H 4.275 -3.832 1.128  C110 1.115
52 H 2.459 6.298 -1.220  C33 1.093
53 H 5.900 2.140 -7.180  C40 1.095
54 H 1.377 4.964 0.465  C48 1.095
55 H -0.805 8.541 -1.352  C64 1.095
56 C 3.104 5.584 -7.126  O1 1.419, H5 1.095, H9 1.093, H98 1.091
57 C 2.591 3.760 -5.710  O1 1.424, H10 1.095, H16 1.095, C22 1.522
58 C -2.426 -2.359 -3.860  H45 1.095, H83 1.091, O91 1.418, H107 1.093
59 H -7.121 -1.078 -0.080  C8 1.126
60 O 0.931 4.913 -1.570  C33 1.419, C48 1.424
61 C 2.226 -3.192 1.845  C4 1.456, C79 1.470, C110 1.557
62 H 1.758 -0.882 -4.005  C80 1.095
63 H -0.002 -0.871 -4.322  C80 1.093
64 C 0.167 8.037 -1.359  O11 1.419, H49 1.091, H55 1.095, H70 1.093
65 F 4.175 -1.820 1.615  C110 1.442
66 H 5.344 3.075 -8.583  C40 1.090
67 F -8.951 -2.013 1.291  C14 1.386
68 H 2.854 1.638 -5.759  C22 1.094
69 C -1.332 -2.019 -1.792  H35 1.095, O91 1.425, H102 1.095, C106 1.522
70 H 0.204 7.324 -2.186  C64 1.093
71 N -0.496 -0.652 2.795  C3 1.499, C88 1.454, C94 1.455
72 H -3.632 2.623 1.332  C104 1.119
73 F -1.583 3.528 1.954  C78 1.434
74 O 0.702 -2.395 -3.075  C80 1.419, C106 1.425
75 H 0.361 -6.892 0.230  C6 1.134
76 C 4.170 -4.978 3.778  H37 1.119, H81 1.129, H82 1.130, C86 1.579
77 O 3.863 2.457 -7.324  C22 1.424, C40 1.419
78 C -1.099 2.271 2.445  C24 1.569, H28 1.128, C38 1.561, F73 1.434
79 C 1.480 -4.385 1.418  C19 1.482, C61 1.470, B99 1.596
80 C 0.874 -1.508 -4.168  H62 1.095, H63 1.093, O74 1.419, H87 1.091
81 H 3.187 -5.216 4.278  C76 1.129
82 H 4.946 -5.170 4.577  C76 1.130
83 H -2.743 -1.803 -4.744  C58 1.091
84 H -1.067 -3.026 7.078  C27 1.127
85 H 5.357 -3.170 3.444  C86 1.125
86 C 4.273 -3.458 3.360  H18 1.123, C76 1.579, H85 1.125, C110 1.578
87 H 1.030 -2.105 -5.068  C80 1.091
88 C 0.055 -1.907 2.309  C4 1.477, C41 1.464, N71 1.454
89 H -0.185 -1.779 4.563  C3 1.131
90 O 3.450 -5.950 0.509  H15 0.971, B99 1.412
91 O -2.070 -1.424 -2.855  C58 1.418, C69 1.425
92 H 4.318 2.519 -5.293  C22 1.095
93 H -1.229 6.205 -0.608  C20 1.095
94 C -1.785 -0.312 2.213  C21 1.461, C38 1.486, N71 1.455
95 H 1.703 -8.017 0.740  C6 1.117
96 S -2.515 -3.015 1.997  C21 1.812, C41 1.827
97 H 2.114 -1.098 2.606  C4 1.116
98 H 3.885 6.328 -7.285  C56 1.091
99 B 2.122 -5.772 0.955  C6 1.629, C79 1.596, O90 1.412
100 H -0.656 -5.158 1.150  C19 1.120
101 F -7.438 -3.681 0.955  C14 1.369
102 H -1.532 -3.094 -1.734  C69 1.095
103 H 0.360 -0.673 -1.954  C106 1.095
104 C -3.389 1.542 1.488  C30 1.459, C38 1.471, H72 1.119
105 H 2.966 4.595 -1.419  C33 1.095
106 C 0.160 -1.749 -1.927  C69 1.522, O74 1.425, H103 1.095, H109 1.095
107 H -1.587 -3.001 -4.138  C58 1.093
108 H 5.392 3.843 -6.987  C40 1.093
109 H 0.670 -2.166 -1.053  C106 1.095
110 C 3.782 -3.180 1.886  H51 1.115, C61 1.557, F65 1.442, C86 1.578
111 H -0.702 6.175 1.080  C20 1.094